[1]
{
  "formula": "C21H46IN4OScSi4",
  "method": "the ωB97M-V functional and the def2-TZVPD basis",
  "symbols": ["C", "I", "H", "H", "H", "C", "C", "N", "C", "N", "H", "H", "C", "C", "N", "H", "N", "H", "Sc", "C", "O", "C", "C", "H", "H", "H", "C", "H", "H", "H", "C", "H", "H", "H", "C", "H", "H", "H", "C", "Si", "C", "C", "Si", "Si", "C", "C", "C", "Si", "C", "C", "C", "H", "H", "H", "H", "H", "H", "H", "H", "H", "H", "H", "H", "H", "H", "H", "H", "H", "H", "H", "H", "H", "H", "H", "H", "H", "H", "H"],
  "coordinates": [[3.75034, 4.06006, -2.67779], [5.01733, 0.76624, 0.86578], [3.76860, 4.58056, -1.71181], [3.46959, 4.79873, -3.43113], [4.77753, 3.75245, -2.86286], [3.18368, -1.82926, -0.63925], [2.68592, -1.51175, 0.58795], [2.43044, -0.15234, 0.60295], [3.14710, 0.43364, -0.52493], [3.39358, -0.66251, -1.33558], [3.39882, -2.78802, -1.10023], [2.47938, -2.10495, 1.48406], [-0.51075, 2.35490, -1.35413], [1.56244, 3.01303, -1.98012], [0.60149, 2.06272, -2.14135], [-0.76563, 4.07588, 0.05042], [1.16723, 3.70103, -0.85266], [-1.45092, 1.88244, -1.60539], [1.44137, 1.62743, -0.08701], [2.92899, 2.88212, -2.63491], [3.27534, 1.75929, -2.99987], [-0.17543, 3.41537, -0.57300], [1.83652, 4.84654, -0.22214], [2.55211, 4.51561, 0.54533], [1.06794, 5.45917, 0.26556], [2.34697, 5.46905, -0.96260], [0.53412, 1.06923, -3.23000], [-0.30696, 1.35777, -3.88249], [0.36818, 0.06309, -2.80312], [1.48124, 1.07150, -3.78272], [3.74963, -0.79047, -2.73001], [4.44846, -1.62696, -2.83025], [4.22481, 0.08390, -3.16071], [2.86030, -1.01240, -3.34042], [2.29549, 0.60304, 1.85920], [2.20287, 1.71744, 1.76559], [3.20653, 0.48643, 2.46298], [1.45499, 0.18890, 2.42128], [0.31905, -3.80813, 1.21767], [-0.61236, -2.46664, 2.16655], [-2.08221, -3.31557, 3.00342], [0.44272, -1.75684, 3.57690], [-1.15689, -0.71357, 0.72655], [-2.18417, -1.85401, -1.02808], [-3.25086, -3.30772, -0.45467], [-3.27755, -0.68377, -2.03065], [-0.80668, -2.52586, -2.14665], [-2.95167, 0.31488, 1.83279], [-4.47437, -0.77478, 2.08273], [-2.32536, 0.88580, 3.52360], [-3.48838, 1.80935, 0.82546], [0.61049, -4.59613, 1.92709], [1.23044, -3.42892, 0.74432], [-0.29049, -4.26436, 0.42928], [-1.67275, -4.10275, 3.65476], [-2.65828, -2.62738, 3.63316], [-2.76585, -3.79092, 2.29075], [1.50411, -1.93236, 3.40194], [0.28024, -0.68778, 3.71842], [0.16510, -2.26335, 4.50383], [-4.02275, -3.02083, 0.26898], [-3.76136, -3.71111, -1.34289], [-2.65722, -4.11941, -0.01428], [-2.67285, -0.00240, -2.64309], [-3.89685, -1.29001, -2.70775], [-3.94919, -0.08824, -1.40203], [-0.64801, -1.85521, -3.00268], [0.14980, -2.63817, -1.61818], [-1.10483, -3.51145, -2.53508], [-4.34409, -1.51913, 2.87627], [-5.29933, -0.11017, 2.37935], [-4.78516, -1.29520, 1.16951], [-1.62193, 1.72514, 3.41147], [-3.18878, 1.24024, 4.11106], [-1.82640, 0.08972, 4.09539], [-2.75609, 2.61779, 0.91572], [-3.62299, 1.59104, -0.23699], [-4.44590, 2.16929, 1.22145]],
  "lumo_ev": [4.4134, 4.4728],
  "charge": -2,
  "homo_lumo_gap_ev": [2.90, 2.81],
  "homo_ev": [1.514, 1.664]
}


[2]
{
  "formula": "C21H46N2O8",
  "method": "the ωB97M-V functional and the def2-TZVPD basis",
  "symbols": ["C", "N", "C", "C", "C", "C", "O", "H", "H", "H", "H", "H", "H", "H", "H", "H", "H", "H", "H", "H", "H", "N", "O", "O", "O", "C", "C", "C", "O", "C", "H", "H", "H", "H", "H", "H", "H", "H", "C", "C", "C", "O", "C", "H", "H", "H", "H", "H", "H", "H", "H", "C", "C", "C", "O", "C", "H", "H", "H", "H", "H", "H", "H", "H", "C", "C", "C", "O", "C", "H", "H", "H", "H", "H", "H", "H", "H"],
  "coordinates": [[1.88329, -1.65581, 4.37038], [2.16029, -1.33281, 2.91138], [2.52429, 0.11519, 2.83238], [3.32329, -2.13381, 2.49638], [0.99429, -1.73681, 2.12438], [1.13529, -1.84681, 0.59338], [-0.12071, -1.80581, -0.00562], [2.56529, -1.58881, 5.16338], [1.44029, -2.57281, 4.38838], [1.20929, -0.95681, 4.88638], [2.51029, 0.35119, 1.78438], [3.38729, 0.37819, 3.43338], [1.82529, 0.66619, 3.25538], [4.13929, -2.02981, 3.22538], [3.75829, -1.92281, 1.68638], [3.22029, -3.16281, 2.53738], [0.18729, -0.86381, 2.33438], [0.70029, -2.89581, 2.47038], [1.72929, -2.77681, 0.38738], [1.70329, -1.04881, 0.04838], [-0.28371, -0.75581, -0.12562], [0.35829, 1.38119, 0.17438], [1.49029, 1.91619, 0.37438], [0.20229, 0.91619, -0.99062], [-0.36171, 1.12219, 1.09638], [-2.91771, -1.56381, 1.66538], [-3.26171, -0.90981, 3.03538], [-2.19471, -1.41881, 3.94838], [-2.15571, -2.77781, 3.55938], [-2.40871, -2.92981, 2.20738], [-2.26571, -1.05581, 1.13838], [-3.88471, -2.02381, 1.13338], [-4.26571, -1.01181, 3.38938], [-3.29771, 0.30219, 2.85438], [-2.36471, -1.11681, 5.03438], [-1.30471, -0.99981, 3.58738], [-3.13271, -3.60181, 1.98538], [-1.60071, -3.34881, 1.53838], [-0.75471, -1.53981, -5.30462], [-0.60971, -1.01281, -3.83162], [-2.09071, -0.66481, -3.58262], [-2.76571, -1.70381, -4.26562], [-2.06071, -2.40281, -5.21962], [0.22629, -2.11881, -5.50962], [-0.88571, -0.74481, -5.82762], [0.05429, -0.23281, -3.65462], [-0.28471, -1.72781, -3.17062], [-2.49671, 0.29719, -3.91462], [-2.30171, -0.63981, -2.59262], [-2.47671, -2.44581, -6.09262], [-1.80471, -3.31081, -4.87662], [-2.92371, 4.28519, 2.11838], [-1.43571, 4.36519, 2.24538], [-0.88971, 4.89319, 0.96338], [-1.96671, 5.63419, 0.36138], [-3.07971, 4.78319, 0.65438], [-3.36671, 5.28919, 2.50638], [-3.48771, 3.27819, 2.33538], [-1.10871, 3.41219, 2.50838], [-1.25271, 5.29919, 3.01938], [-0.55871, 3.98319, 0.35938], [-0.04071, 5.54719, 1.01138], [-2.98471, 3.87919, 0.07738], [-3.95271, 5.35119, 0.58038], [3.22629, -0.47781, -4.14262], [2.86529, -0.12681, -2.72062], [2.96829, 1.35219, -2.74762], [3.25029, 1.77619, -4.15362], [2.93129, 0.73919, -4.92562], [2.59129, -1.36081, -4.47162], [4.30929, -0.76981, -4.14562], [3.71129, -0.77281, -2.06762], [1.88329, -0.32681, -2.58162], [3.75129, 1.81819, -2.01362], [1.79829, 1.66019, -2.42262], [3.34729, 0.81319, -5.93562], [2.04029, 0.61919, -5.09862]],
  "lumo_ev": -0.3021,
  "charge": 0,
  "homo_lumo_gap_ev": 8.46,
  "homo_ev": -8.764,
  "e_above_lowest_kcal_mol": 11.4
}


[3]
{
  "formula": "C21H47AlBr3Cl2F11InNO12PS",
  "method": "the ωB97M-V functional and the def2-TZVPD basis",
  "symbols": ["O", "C", "C", "C", "In", "C", "C", "F", "H", "H", "H", "H", "H", "H", "H", "H", "H", "H", "H", "H", "H", "N", "H", "H", "H", "H", "Al", "C", "Br", "Br", "Br", "H", "F", "P", "F", "F", "F", "F", "F", "C", "Cl", "Cl", "H", "H", "C", "C", "O", "S", "O", "O", "O", "H", "H", "H", "H", "C", "C", "O", "C", "O", "O", "F", "H", "H", "H", "C", "C", "O", "C", "C", "H", "H", "H", "H", "H", "H", "H", "H", "H", "H", "C", "C", "O", "C", "O", "C", "F", "F", "F", "H", "H", "H", "H", "H", "H", "C", "O", "H", "H", "H", "H"],
  "coordinates": [[4.05231, 0.75963, 1.41892], [3.60967, 1.74488, 0.50278], [4.18092, 3.10599, 0.92902], [3.20990, 4.28399, 0.71499], [1.40156, 3.88160, 2.06087], [-0.31218, 3.52158, 0.56710], [-1.19003, 2.37776, 0.93517], [-0.79424, 1.23826, 0.28992], [3.30151, 0.46389, 1.94398], [3.96243, 1.55809, -0.51270], [2.51488, 1.70900, 0.48607], [4.40104, 3.08441, 1.99813], [5.10022, 3.28358, 0.34985], [2.90773, 4.26426, -0.35216], [3.67135, 5.25077, 0.97121], [1.13128, 5.24835, 3.13179], [1.70139, 2.35417, 2.91671], [-0.83500, 4.48151, 0.50223], [0.12345, 3.34045, -0.41982], [-2.21206, 2.67207, 0.62162], [-1.21101, 2.16212, 2.01311], [4.54012, 6.04136, -1.92277], [5.05547, 6.59938, -2.64548], [3.86716, 5.40677, -2.38388], [5.20245, 5.47808, -1.37075], [4.02736, 6.66749, -1.29139], [6.42695, 8.07445, -1.86878], [5.05619, -0.55523, -2.68353], [3.71059, 0.31317, -3.74189], [5.80020, -2.08436, -3.57503], [6.41759, 0.68501, -2.11066], [4.56816, -0.91379, -1.78573], [-1.36231, -2.34225, -2.12870], [0.01211, -1.58965, -2.71489], [0.63722, -1.90760, -1.22674], [0.47382, -3.12458, -3.08395], [0.51466, -1.43056, -4.27472], [0.95318, -0.25721, -2.45449], [-1.15673, -0.51103, -3.11179], [-3.73957, -3.29688, -5.24052], [-2.77485, -2.92507, -3.80501], [-4.56011, -1.85165, -5.87281], [-3.08419, -3.68695, -6.01117], [-4.49240, -4.03517, -4.98744], [-4.09336, 0.23435, -1.53180], [-5.30126, -0.08797, -0.67805], [-5.51068, 1.08830, 0.12160], [-5.07533, 2.37435, -0.72129], [-6.22403, 2.96574, -1.29985], [-4.16926, 3.13015, 0.07662], [-4.25933, 1.62699, -1.86676], [-3.16515, 0.12527, -0.96908], [-4.03755, -0.37406, -2.43274], [-5.14160, -0.95598, -0.04581], [-6.19247, -0.24254, -1.28920], [4.24531, 8.40842, 4.92395], [3.14971, 7.48432, 5.38943], [3.22730, 6.41758, 4.45376], [4.51962, 6.35750, 4.04085], [5.00006, 5.43906, 3.45916], [5.19511, 7.48876, 4.37256], [1.93580, 8.06989, 5.29288], [3.90243, 9.08949, 4.14343], [4.68326, 8.98827, 5.73219], [3.28540, 7.09166, 6.39824], [1.40359, -6.87698, 0.23698], [2.77343, -6.92887, -0.41835], [2.75342, -6.65594, -1.80542], [2.25569, -5.37776, -2.18120], [3.04473, -4.21773, -1.60759], [0.72163, -7.57652, -0.24911], [1.48069, -7.14038, 1.29331], [0.95711, -5.88376, 0.17232], [3.18124, -7.93580, -0.31787], [3.47508, -6.25797, 0.09101], [1.19618, -5.29378, -1.92614], [2.31410, -5.33662, -3.27080], [3.00941, -4.19850, -0.51680], [2.63923, -3.27611, -1.97015], [4.09574, -4.28684, -1.89970], [-5.24715, -1.09617, 4.85794], [-6.75009, -0.97007, 5.06732], [-7.52094, -1.17669, 3.87961], [-7.83786, -2.46462, 3.44922], [-8.33493, -3.23211, 4.33705], [-6.60626, -3.19057, 2.70667], [-5.93581, -2.29462, 1.98773], [-7.07388, -4.10811, 1.87281], [-5.76317, -3.77885, 3.53458], [-4.94240, -0.65009, 3.91152], [-4.72254, -0.59649, 5.67220], [-4.92476, -2.13358, 4.86096], [-6.95703, 0.06132, 5.35381], [-7.10214, -1.58888, 5.89406], [-8.49758, -2.24177, 2.56507], [0.35484, -6.15449, -6.00794], [-0.17055, -6.73761, -4.82250], [-0.39220, -6.24968, -6.79297], [0.57277, -5.09477, -5.84691], [1.26707, -6.67287, -6.31774], [0.50117, -6.64542, -4.13970]],
  "lumo_ev": -8.2371,
  "charge": 1,
  "homo_lumo_gap_ev": 1.21,
  "homo_ev": -9.444
}